{"formula": "C4H5LiO3Sc", "method": "ωB97M-V/def2-TZVPD", "symbols": ["O", "Li", "O", "C", "C", "H", "H", "H", "O", "C", "C", "Sc", "H", "H"], "xyz": [[1.192996, -0.481006, -1.551993], [-0.447886, 0.717472, -2.440065], [1.334846, 0.447850, -2.639977], [1.493716, 0.114281, -0.365904], [0.724670, -0.075171, 0.837718], [1.308289, 0.101915, 1.769768], [2.584874, 0.198398, -0.394698], [1.622253, 1.109201, 0.540287], [-1.971422, -1.493305, 1.298357], [-2.161129, -0.523465, 0.459596], [-1.122651, 0.324906, 0.119621], [-0.325719, -1.441799, 2.335629], [-1.059871, 1.403508, -0.016279], [-3.172965, -0.402785, 0.047941]], "atomic_forces_ev_per_a": [[-1.895, 1.621, 2.262], [0.183, -0.192, -0.556], [0.244, 0.457, -0.098], [1.836, -3.638, -0.153], [-0.830, 1.428, -2.957], [-0.157, -0.015, 0.177], [0.419, 0.562, 0.456], [-1.829, 0.161, -0.803], [0.397, -0.731, 0.150], [1.338, 1.335, 0.022], [1.111, -0.545, 1.461], [-0.756, -0.328, 0.077], [-0.374, -0.284, -0.046], [0.313, 0.168, 0.007]], "lumo_energy_ev": [-9.806, -10.032], "spin_multiplicity": 2, "orbital_gap_ev": [6.67, 6.34], "total_charge": 2, "e_homo_ev": [-16.48, -16.37]}

***

{"formula": "C4H5LiOPt", "method": "ωB97M-V/def2-TZVPD", "symbols": ["C", "C", "H", "C", "C", "O", "Pt", "H", "H", "H", "H", "Li"], "xyz": [[-0.932210, 0.011441, -1.547032], [-0.066915, 0.466070, -2.303435], [0.667938, 0.813803, -3.014662], [0.750430, -0.183491, -0.250206], [0.231154, 0.045733, 1.131603], [-1.060783, -0.166036, 1.381642], [-2.069642, -0.359997, -0.093352], [1.785398, 0.146191, -0.425609], [0.739614, -1.267521, -0.435975], [0.594524, 1.155902, 0.433210], [0.901072, -0.367984, 1.904030], [-1.540580, -0.294110, 3.219786]], "atomic_forces_ev_per_a": [[1.577, 0.588, -0.193], [0.886, -0.022, 0.619], [-0.209, -0.052, 0.000], [0.627, -4.262, -1.469], [2.590, 3.246, -1.976], [2.152, 0.311, 4.224], [-5.412, -1.079, -3.769], [-0.399, 0.300, -0.070], [-0.285, 0.126, -0.994], [-1.643, -0.219, 3.483], [0.283, 1.011, -0.367], [-0.167, 0.051, 0.513]], "lumo_energy_ev": [-9.381, -11.466], "spin_multiplicity": 3, "orbital_gap_ev": [8.33, 7.09], "total_charge": 2, "e_homo_ev": [-17.71, -18.55]}

***

{"formula": "C4H5N", "method": "ωB97M-V/def2-TZVPD", "symbols": ["C", "C", "C", "C", "N", "H", "H", "H", "H", "H"], "xyz": [[-0.957493, 0.808226, -0.084457], [-0.927024, -0.492500, 0.272320], [0.202790, -1.315476, -0.175554], [1.116055, -0.333126, -0.194327], [1.951624, 0.486885, 0.195626], [-0.273220, 1.120546, -0.820623], [-1.683938, 1.667777, 0.264982], [-1.572623, -0.938400, 1.030520], [0.048473, -2.328298, -0.185747], [2.095356, 1.324364, -0.302743]], "atomic_forces_ev_per_a": [[-3.050, 0.999, 1.316], [-0.923, 0.950, 0.403], [0.006, 4.457, 0.636], [2.221, -1.793, 0.758], [-1.015, -1.879, 0.160], [0.347, 0.515, -0.991], [1.464, -2.228, -0.356], [-0.213, 0.244, -0.312], [0.776, -2.203, -0.666], [0.387, 0.939, -0.948]], "smiles": "C=CC=C=N", "lumo_energy_ev": 1.058, "orbital_gap_ev": 9.38, "e_homo_ev": -8.32}

***

{"formula": "C4H5N", "method": "ωB97M-V/def2-TZVPD", "symbols": ["C", "C", "C", "C", "N", "H", "H", "H", "H", "H"], "xyz": [[-2.099465, -0.852302, -0.216414], [-1.170819, 0.000275, 0.417261], [0.092553, 0.135559, -0.099895], [1.509669, 0.456678, 0.135480], [0.913276, 0.026797, -1.131118], [-3.013476, -0.810610, 0.420642], [-1.315178, 0.574128, 1.335905], [2.080080, -0.276723, 0.709112], [1.867571, 1.481409, 0.185075], [1.135790, -0.735211, -1.756048]], "atomic_forces_ev_per_a": [[0.168, 0.573, 0.301], [-0.146, -0.165, -0.210], [0.239, 0.087, -0.187], [0.194, 0.133, 0.231], [-0.305, -0.190, 0.078], [0.193, -0.170, -0.251], [-0.026, -0.255, 0.094], [-0.150, 0.168, -0.035], [-0.017, -0.129, -0.138], [-0.151, -0.051, 0.116]], "lumo_energy_ev": -0.178, "orbital_gap_ev": 7.69, "e_homo_ev": -7.87}

***

For the records above, the corresponding energy values read -1148.40010 -356.50589 -210.04548 -209.96719 Eh.